{
  "formula": "C35H41NO18",
  "method": "wB97M-V/def2-TZVPD",
  "orbital_gap_ev": 8.53,
  "smiles": "O=C1NC(=O)c2cc(COc3ccccc3)ccc21.C[C@@H]1COC(=O)O1.C[C@@H]1COC(=O)O1.C[C@@H]1COC(=O)O1.C[C@@H]1COC(=O)O1.C[C@@H]1COC(=O)O1",
  "homo_energy_ev": -8.57,
  "lumo_energy_ev": -0.03,
  "fmax_ev_per_a": 1.21,
  "e_tot_ha": -2767.489010,
  "molar_mass_da": 763.7,
  "elements": ["O", "C", "N", "C", "O", "C", "C", "C", "C", "O", "C", "C", "C", "C", "C", "C", "C", "C", "C", "H", "H", "H", "H", "H", "H", "H", "H", "H", "H", "H", "C", "C", "C", "O", "C", "O", "O", "H", "H", "H", "H", "H", "H", "C", "C", "C", "O", "C", "O", "O", "H", "H", "H", "H", "H", "H", "C", "C", "C", "O", "C", "O", "O", "H", "H", "H", "H", "H", "H", "C", "C", "C", "O", "C", "O", "O", "H", "H", "H", "H", "H", "H", "C", "C", "C", "O", "C", "O", "O", "H", "H", "H", "H", "H", "H"],
  "coordinates": [[4.096, -1.845, -0.826], [3.374, -1.414, 0.033], [2.881, -2.223, 1.110], [2.035, -1.441, 1.954], [1.475, -1.841, 2.941], [1.976, -0.093, 1.334], [1.265, 1.038, 1.689], [1.344, 2.192, 0.923], [0.562, 3.440, 1.233], [-0.800, 3.230, 1.616], [-1.454, 2.272, 0.872], [-1.573, 2.361, -0.510], [-2.223, 1.339, -1.181], [-2.737, 0.237, -0.518], [-2.620, 0.157, 0.869], [-1.976, 1.183, 1.544], [2.194, 2.202, -0.189], [2.922, 1.081, -0.572], [2.776, -0.059, 0.198], [3.596, -2.646, 1.692], [0.623, 1.021, 2.562], [1.079, 3.982, 2.030], [0.568, 4.108, 0.373], [-1.150, 3.213, -1.026], [-2.313, 1.392, -2.259], [-3.219, -0.554, -1.076], [-2.994, -0.699, 1.413], [-1.883, 1.118, 2.621], [2.301, 3.094, -0.796], [3.573, 1.071, -1.435], [1.715, 9.305, -1.876], [0.998, 8.033, -1.503], [1.545, 7.326, -0.283], [1.198, 5.959, -0.553], [1.149, 5.815, -1.901], [1.093, 4.766, -2.458], [1.173, 7.018, -2.512], [1.315, 9.711, -2.804], [1.603, 10.051, -1.090], [2.777, 9.114, -2.037], [-0.075, 8.217, -1.400], [1.094, 7.658, 0.648], [2.632, 7.397, -0.203], [1.694, -0.665, -5.616], [2.245, 0.675, -5.206], [3.222, 1.293, -6.182], [4.038, 2.098, -5.320], [4.023, 1.518, -4.098], [4.748, 1.808, -3.200], [3.070, 0.563, -4.031], [1.064, -1.076, -4.828], [1.100, -0.572, -6.525], [2.502, -1.377, -5.789], [1.431, 1.368, -4.976], [2.747, 1.908, -6.941], [3.859, 0.548, -6.664], [5.121, 0.835, 3.528], [5.049, 2.284, 3.125], [6.156, 3.165, 3.659], [5.510, 4.444, 3.724], [4.183, 4.222, 3.901], [3.390, 5.059, 4.186], [3.892, 2.916, 3.697], [4.231, 0.317, 3.169], [6.007, 0.356, 3.113], [5.137, 0.721, 4.613], [4.969, 2.367, 2.036], [7.029, 3.207, 3.014], [6.465, 2.882, 4.669], [-6.292, -4.365, 1.486], [-5.329, -4.120, 0.356], [-4.569, -2.816, 0.431], [-4.300, -2.543, -0.949], [-5.290, -3.122, -1.677], [-5.487, -2.911, -2.829], [-6.016, -3.960, -0.905], [-6.855, -5.275, 1.316], [-5.764, -4.446, 2.428], [-7.014, -3.547, 1.549], [-4.644, -4.966, 0.254], [-3.636, -2.891, 0.985], [-5.166, -1.992, 0.829], [-4.404, -10.886, 1.935], [-5.305, -9.714, 1.645], [-4.782, -8.749, 0.604], [-5.398, -7.517, 1.004], [-5.609, -7.584, 2.344], [-5.914, -6.659, 3.023], [-5.421, -8.848, 2.790], [-4.812, -11.489, 2.745], [-4.299, -11.515, 1.051], [-3.418, -10.545, 2.250], [-6.310, -10.059, 1.387], [-5.067, -9.007, -0.412], [-3.697, -8.625, 0.656]]
}